Below is 15 unconnected molecules or ions with the total composition C60H126N16O26, with properties calculated with ωB97M-V/def2-TZVPD.

Geometry as XYZ:
```
228
Properties=species:S:1:pos:R:3:mulliken_charge:R:1
C 14.26493 3.04362 29.90452 -1.49
C 4.61200 2.65049 22.85496 -1.18
C 10.82595 2.06569 27.31798 -1.25
O 6.25282 6.99471 23.37435 -0.77
C 5.17175 1.33239 22.31103 -0.85
H 7.16541 0.77957 22.97564 0.31
H 11.26313 7.97723 33.25102 0.36
H 4.22061 4.10362 25.45725 -0.30
H 13.86288 6.25130 31.46695 -0.26
N 13.57941 6.91619 24.53489 0.88
H 19.10188 11.15231 29.04339 0.42
H 21.91082 7.43069 29.81235 0.21
N 13.52866 -2.49497 31.07767 0.43
N 15.01151 4.07715 29.54153 1.18
H 16.63434 2.34355 20.75217 0.35
H 3.09880 8.56279 24.71693 0.54
H 16.13142 5.32969 30.88831 0.15
C 18.74542 7.72713 29.09728 -1.14
N 6.90477 6.40442 24.25044 1.08
H 13.09654 4.04190 23.72305 0.34
C 11.05032 -2.47154 31.83849 0.72
N 8.88655 2.92448 26.27821 0.79
N 11.85178 1.42231 32.84726 0.84
C 13.07523 2.73782 29.28811 -0.62
H 4.77462 9.95485 25.70559 0.58
H 15.07277 -0.14745 30.55318 0.00
C 3.76350 6.16104 25.63922 0.00
C 16.26247 4.41072 30.31698 -0.84
O 14.65494 8.54267 30.77064 -0.71
H 7.59682 2.44517 24.68794 0.47
O 4.69264 1.45328 26.98648 -0.49
H 15.14786 5.83242 28.47204 0.83
H 14.45019 5.74868 33.06503 0.63
C 6.12467 0.60015 23.24542 0.98
C 14.97621 3.03135 25.53440 -0.23
O 9.24847 6.29131 29.80021 0.11
N 10.25825 -0.12563 23.06791 0.85
H 14.17089 -1.85215 29.13707 0.60
C 17.99943 10.29536 30.87855 -0.56
O 9.74291 0.73612 23.79606 -0.39
H 13.04204 -0.44835 31.44582 0.31
C 15.63806 1.94620 26.35080 -0.67
H 3.92528 -1.14710 22.83004 0.47
C 15.59082 2.63038 20.62213 -1.40
O 5.44294 2.84601 28.36793 -0.56
H 9.13604 5.23702 31.78125 0.16
H 19.70443 11.39787 30.71615 0.30
H 6.48540 9.30768 28.05714 0.11
H 3.94064 6.33264 24.57748 0.20
H 15.51813 -0.09768 32.22058 0.62
H 17.10074 10.30382 30.26180 0.09
C 10.06976 4.88674 32.22121 0.43
C 19.21992 10.70353 30.02968 -0.68
H 14.14091 3.37835 26.14265 -0.53
C 11.22545 3.34946 27.67960 1.38
H 4.24946 -0.39298 25.29035 0.06
H 15.52893 3.95809 25.38027 0.60
C 14.90663 -3.17775 31.33969 -0.56
C 5.73604 10.09324 27.95984 -0.59
H 12.58028 1.81116 29.53856 0.68
H 23.00892 5.03679 30.49087 0.36
H 14.53580 0.93944 21.80359 0.41
H 7.96145 7.73577 28.97592 0.34
O 13.77742 8.11145 24.49925 -0.69
C 9.95950 -3.38435 32.44969 -1.70
H 13.59530 -1.34573 32.86634 0.47
H 7.83747 -0.96449 24.42746 -0.28
H 2.09032 6.18461 28.12061 0.52
H 1.41441 6.97518 24.60059 0.38
H 15.72689 2.21711 27.40285 0.16
H 6.99438 1.79068 26.24784 0.25
C 13.77703 -1.16798 31.80640 -0.69
H 2.26394 9.22195 28.35681 0.28
N 19.36390 8.24868 30.40060 0.37
C 9.27280 4.14952 26.42696 -1.15
H 6.01510 0.85126 24.30043 -0.91
H 6.32247 -2.16237 26.23975 0.69
H 13.60943 2.34101 21.38811 0.30
H 0.61199 7.61447 26.07903 0.44
O 8.44255 -1.19926 28.49531 -0.63
O 9.19033 -3.01998 27.89186 -0.71
O 11.23342 0.76229 33.64274 -0.67
C 4.46908 9.06542 26.25664 -0.27
C 1.30049 6.86986 25.67949 -1.11
O 13.56368 8.16942 28.97779 -0.63
O 19.63726 2.61857 34.22078 -0.67
C 15.98216 -2.08007 31.46858 -0.71
O 7.11122 5.24436 24.06310 -0.58
H 0.94216 5.88499 25.97902 0.35
H 9.70035 8.14361 30.79446 0.56
H 2.31121 9.27929 25.99177 0.50
H 10.45613 4.14151 31.52589 -0.04
H 11.39304 1.15510 27.44302 0.53
H 15.54561 3.71849 20.66742 0.36
H 5.73397 10.55122 28.94896 0.27
H 12.33694 2.58966 23.29412 0.18
H 6.74843 3.43270 25.92958 -0.05
H 12.95543 5.64243 27.43010 0.07
C 6.90725 -1.51245 24.27735 0.18
H 8.71707 3.60373 33.37883 0.41
C 10.36656 4.42947 27.25600 -0.72
H 4.32694 3.29362 22.02235 0.43
H 11.74450 6.01706 30.14165 -0.19
C 13.28764 -2.32881 29.56220 -1.23
H 4.67768 6.39060 26.18664 -0.03
O 12.56321 6.52860 25.06058 -0.49
H 9.42611 4.71818 34.42401 0.32
H 16.10121 2.17580 23.24632 0.44
H 2.96045 4.52864 26.74014 0.26
H 12.34796 3.03438 25.04615 0.45
N 4.74114 1.80496 28.14531 0.78
H 15.32832 2.48322 19.57449 0.40
C 11.32267 6.76048 30.81802 0.03
H 15.18467 -3.73903 30.44764 0.36
H 10.65875 -2.19172 30.86048 0.03
C 7.47201 2.63671 25.75370 -0.90
O 11.33844 1.60666 31.69550 -0.44
H 16.64482 1.70962 26.00644 0.51
H 23.14249 6.39208 31.54717 0.35
N 6.02708 -0.96393 23.10773 0.29
H 3.68130 7.09953 28.05651 0.41
H 18.20894 8.56395 28.65006 0.56
H 4.77903 -2.62583 23.28588 0.45
C 15.13712 2.62468 23.00732 -1.25
N 14.63483 8.33088 29.56914 1.09
C 9.66284 4.11968 33.54432 -1.36
H 20.70209 9.49529 31.06849 0.39
H 10.47134 6.66602 34.19035 0.43
H 21.13046 5.98984 29.35670 0.35
H 8.55774 4.90375 26.13334 0.04
H 12.13834 5.18728 33.82500 0.45
H 9.58019 7.40885 32.87777 0.39
H 10.55117 5.47048 27.47652 1.06
C 12.90380 3.04074 24.10855 -1.01
C 4.62738 -1.38037 25.02516 -0.59
H 7.16872 -2.51399 23.93580 0.45
H 12.39101 -1.78114 29.27197 0.34
C 22.41273 5.71969 31.09609 -1.28
H 20.89022 9.32009 29.29756 0.42
C 20.18670 9.51009 30.10815 -0.69
H 18.02153 6.92496 29.24083 0.25
H 14.65522 2.49413 30.74840 0.50
O 9.78467 -1.20276 22.88932 -0.66
H 17.55804 8.04260 31.32406 0.23
H 12.66357 -3.77745 32.60620 0.51
O 11.29961 0.16238 22.46993 -0.73
H 7.51971 5.97611 28.96834 0.37
H 13.19589 0.56241 24.61176 -0.10
H 10.38206 7.79600 29.19593 0.65
H 10.41324 3.37610 33.81282 0.28
H 6.10014 10.76048 27.17862 0.39
H 3.93636 -2.10311 25.45902 0.44
H 9.23636 0.96319 26.27479 0.67
H 7.55802 -1.09683 21.67968 0.35
H 12.18699 -4.19195 31.06603 0.45
C 14.50060 4.98944 28.66397 -0.76
C 3.36373 4.71304 25.74441 -0.48
H 11.22990 -1.56501 32.41646 0.06
C 9.66365 1.89210 26.62259 -0.87
H 7.32943 6.94355 30.45454 0.24
N 9.34230 -1.84186 27.99493 0.96
C 1.86891 8.23098 28.58049 -1.40
H 16.54196 -2.20914 32.39490 0.33
O 18.05984 3.31201 32.93125 -0.69
H 15.25188 3.70743 22.95658 0.54
H 18.78289 8.84433 32.28354 0.48
O 14.25259 6.18169 23.83796 -0.63
H 0.78893 8.19108 28.43852 0.38
N 14.32486 2.36134 24.32433 0.87
C 14.23709 0.88246 24.65138 -0.45
N 2.66654 7.14031 26.28131 0.29
H 21.97073 5.18383 31.93608 0.32
H 15.41458 -0.06451 26.20581 0.49
H 9.61909 -4.24451 31.87321 0.39
H 16.62092 -2.27075 30.60618 0.33
H 5.23879 8.30669 26.11526 0.16
H 3.84432 2.50086 23.61416 0.42
H 13.18722 -3.34925 29.19245 0.32
C 3.11233 8.56367 25.80684 -0.94
C 13.65194 6.26946 32.53618 -0.97
C 10.58003 7.12884 33.20949 -1.18
O 7.32061 6.98474 25.23973 -0.71
C 12.50990 3.63417 28.33441 1.48
C 15.17835 -0.77568 31.43764 -0.53
C 12.35426 -3.30335 31.67472 -1.10
H 2.54624 4.48742 25.05964 0.34
C 6.04545 -1.37759 25.53584 -0.27
O 4.51589 9.45804 27.60508 -0.27
H 5.38302 3.25998 23.32628 0.06
H 14.84860 0.31061 23.95341 0.49
C 21.38616 6.57602 30.23938 -0.29
O 15.67477 8.37396 28.86799 -0.63
N 19.12159 3.45523 33.47699 0.98
H 11.96870 7.59255 31.09807 0.40
C 2.61681 7.09119 27.82224 -0.38
H 5.85304 -1.15318 20.90398 0.29
C 10.08725 7.35557 30.14840 -1.45
H 13.93046 0.64495 26.83572 -0.07
C 14.71862 0.76673 26.09270 -0.19
N 11.11714 6.07479 32.25345 0.60
H 12.44063 4.46285 32.24441 0.06
H 10.27277 -3.83277 33.39250 0.41
H 20.55127 7.56351 32.00548 0.19
C 18.32593 8.81561 31.29437 -0.53
H 17.83195 10.97792 31.71171 0.50
H 5.79981 1.32671 21.42018 0.52
C 6.52028 -1.42770 21.72100 -0.98
H 19.57573 7.32661 28.51566 0.36
H 6.21262 -0.44633 26.07705 -0.31
O 19.73132 4.50917 33.37083 -0.64
C 20.17028 7.04564 31.12527 -0.60
H 19.49020 6.27326 31.48446 0.57
H 1.99034 8.16495 29.66169 0.42
H 9.08556 -2.77698 32.68513 0.41
C 4.68334 -1.56043 23.49532 -0.65
H 6.55922 -2.51064 21.83864 0.46
O 10.39510 -1.23261 27.69506 -0.56
O 12.99673 1.91169 33.06820 -0.63
C 14.60482 2.02205 21.69724 -0.02
H 14.70744 -3.83196 32.18847 0.39
H 13.45284 7.22006 33.03098 0.37
O 4.11224 1.24063 28.99365 -0.71
H 16.54843 3.61808 31.00839 0.42
H 4.33086 0.71681 21.99153 0.33
C 7.91885 6.80872 29.54763 -1.17
C 13.24097 4.81464 28.06224 -0.57
H 17.04780 4.51222 29.56794 0.27
C 12.40481 5.40533 32.79081 -0.12
```

Computed properties:
- Strongest force on any atom: 4.6 eV/A
- Orbital gap: 5.1 eV
- Lowest unoccupied orbital energy: -1.84 eV
- Net charge: 0